Record 1
The following is a DFT calculation (wB97M-V/def2-TZVPD) of a structure of composition C23H22O5S4 at a distorted geometry.

Its electronic energy is -2858.37341 a.u. The calculation puts the HOMO energy at -7.0366 eV. The maximum force comes out at 2.63 eV/A. The value obtained for the frontier orbital gap is 5.35 eV. Its LUMO energy is -1.7 eV. For the energy above the lowest of the compared OMol25 structures with the same formula, charge and spin, the calculation gives 131.08 kJ/mol. Its multiplicity is 1.

XYZ file:
```
54
Properties=species:S:1:pos:R:3:lowdin_charge:R:1
C -0.561 -2.668 -0.612 0.0215
O 0.390 -1.520 -0.771 -0.1793
C 0.142 -0.214 -0.666 -0.4830
S 1.438 0.707 -1.551 0.7103
C 2.954 0.240 -0.744 -0.3003
C 3.337 0.949 0.399 -0.1119
C 4.371 0.450 1.188 -0.0907
C 5.097 -0.662 0.752 -0.0708
C 4.782 -1.283 -0.460 -0.0663
C 3.696 -0.839 -1.218 -0.0435
O 1.563 0.215 -2.912 -0.2840
O 1.188 2.107 -1.266 -0.2944
S -1.455 0.564 -1.070 0.7044
C -1.528 1.441 -2.632 -0.2897
C -1.544 2.835 -2.648 -0.0588
C -1.651 3.505 -3.864 -0.0663
C -1.799 2.773 -5.050 -0.0740
C -1.811 1.369 -5.017 -0.0708
C -1.709 0.701 -3.798 -0.0628
O -2.478 -0.469 -1.127 -0.3073
O -1.657 1.703 -0.183 -0.4354
H -0.295 -3.367 -1.402 0.0963
H -0.366 -3.143 0.343 0.0633
H -1.591 -2.344 -0.716 0.0748
H 2.809 1.877 0.635 0.1165
H 4.577 0.936 2.143 0.1039
H 5.893 -1.051 1.382 0.1050
H 5.371 -2.127 -0.819 0.1070
H 3.421 -1.299 -2.167 0.1197
H -1.453 3.392 -1.723 0.1125
H -1.611 4.597 -3.863 0.1075
H -1.908 3.301 -6.003 0.1039
H -1.897 0.788 -5.938 0.1054
H -1.734 -0.383 -3.731 0.1178
C -3.557 -2.915 2.775 -0.0676
C -3.937 -1.585 2.566 -0.0611
C -2.998 -0.651 2.149 -0.0356
C -1.635 -0.987 2.085 -0.2964
C -0.645 0.046 1.835 -0.7442
S 1.025 -0.315 1.900 0.9511
C 1.418 0.717 3.380 -0.4304
C 0.508 1.934 3.381 -0.4677
S -0.911 1.696 2.273 1.0127
C -1.256 -2.316 2.351 -0.0811
C -2.228 -3.295 2.556 -0.0705
H -4.264 -3.636 3.188 0.1067
H -4.951 -1.270 2.800 0.1084
H -3.295 0.362 1.893 0.1079
H 1.244 0.086 4.258 0.0750
H 2.477 0.989 3.341 0.0623
H 0.114 2.153 4.379 0.0770
H 1.040 2.815 2.998 0.0757
H -0.192 -2.565 2.372 0.0884
H -1.935 -4.343 2.631 0.1089
```

Record 2
The following is a DFT calculation (wB97M-V/def2-TZVPD) of a cluster of 5 separate species, C23H23ClF32IO4S in total.

Its electronic energy is -5542.69308 a.u. The calculation puts the HOMO energy at -13.0571 eV. The maximum force comes out at 0.56 eV/A. As for the net charge: +1. The value obtained for the frontier orbital gap is 7.88 eV. Its LUMO energy is -5.2 eV. Its multiplicity is 1.

XYZ file:
```
85
Properties=species:S:1:pos:R:3:lowdin_charge:R:1
C -1.547 1.454 -0.264 -0.1928
C -1.009 2.756 0.304 -0.8140
I 0.883 3.231 -0.586 0.9702
C -1.927 3.983 0.249 -0.4969
S -3.165 4.069 -1.058 0.7757
Cl -4.657 2.925 -0.432 0.3931
H -1.672 1.472 -1.346 0.0677
H -2.482 1.191 0.227 0.0462
H -0.854 0.653 -0.027 0.0782
H -0.788 2.597 1.354 0.0813
H -2.513 4.059 1.166 0.0540
H -1.383 4.920 0.128 0.0720
H -2.624 3.217 -1.956 -0.0052
C -4.001 -4.318 -0.323 -0.0399
C -3.350 -3.308 0.629 -0.4467
C -3.614 -1.821 0.377 -0.2909
F -3.182 -1.442 -0.848 0.0775
F -2.923 -1.097 1.290 0.0871
F -2.024 -3.516 0.711 0.1467
F -3.900 -3.546 1.855 0.1090
O -3.213 -4.784 -1.394 0.0637
C -3.178 -4.139 -2.592 -0.5467
C -1.782 -3.592 -2.917 -0.2795
F -1.356 -2.758 -1.942 0.0884
F -1.859 -2.881 -4.066 0.0941
F -4.106 -3.163 -2.666 0.1430
F -3.459 -5.042 -3.553 0.1590
H -4.172 -5.199 0.293 0.1555
H -4.970 -3.956 -0.669 0.1496
H -4.678 -1.589 0.469 0.1738
H -1.073 -4.411 -3.036 0.1655
C 1.076 -2.003 -5.301 -0.0427
C 1.774 -3.313 -4.913 -0.4306
C 2.712 -3.295 -3.701 -0.3106
F 3.752 -2.463 -3.907 0.0976
F 3.195 -4.540 -3.509 0.1068
F 2.388 -3.859 -5.974 0.1546
F 0.755 -4.152 -4.530 0.0849
O 1.660 -1.241 -6.339 0.0579
C 2.585 -0.268 -6.101 -0.5465
C 3.914 -0.542 -6.822 -0.2858
F 4.411 -1.736 -6.456 0.1068
F 4.797 0.418 -6.468 0.1012
F 2.774 -0.055 -4.786 0.1460
F 2.105 0.886 -6.625 0.1369
H 0.117 -2.320 -5.708 0.1428
H 0.875 -1.398 -4.417 0.1450
H 2.169 -2.982 -2.805 0.1581
H 3.762 -0.522 -7.902 0.1767
C -2.642 5.213 6.033 -0.0149
C -2.477 4.220 7.191 -0.4491
C -1.298 3.242 7.124 -0.3055
F -1.396 2.465 6.020 0.0889
F -1.333 2.448 8.207 0.1180
F -3.626 3.548 7.386 0.1467
F -2.234 4.986 8.290 0.1139
O -3.581 4.853 5.022 0.0701
C -3.266 4.132 3.936 -0.5386
C -4.064 2.822 3.821 -0.2741
F -3.845 2.025 4.865 0.1345
F -3.638 2.185 2.688 0.0522
F -1.945 3.911 3.790 0.1449
F -3.634 4.857 2.819 0.0878
H -3.078 6.101 6.486 0.1539
H -1.679 5.494 5.609 0.1494
H -0.348 3.782 7.101 0.1754
H -5.130 3.040 3.730 0.1799
C 5.642 -0.606 -0.162 -0.0278
C 6.319 -0.172 1.143 -0.4447
C 6.374 -1.185 2.292 -0.3062
F 5.130 -1.532 2.681 0.0951
F 7.003 -0.614 3.339 0.1072
F 5.793 0.991 1.576 0.1377
F 7.625 0.051 0.815 0.1060
O 4.291 -0.208 -0.342 0.0532
C 3.236 -0.969 0.048 -0.5457
C 2.343 -0.230 1.054 -0.3026
F 3.035 0.132 2.146 0.1114
F 1.333 -1.051 1.435 0.0934
F 3.596 -2.177 0.500 0.1647
F 2.451 -1.172 -1.049 0.1181
H 6.181 -0.071 -0.942 0.1523
H 5.777 -1.673 -0.340 0.1504
H 6.923 -2.080 1.988 0.1751
H 1.918 0.660 0.584 0.0911
```

Record 3
The following is a DFT calculation (wB97M-V/def2-TZVPD) of the molecule C23H23ClN2O4S at a distorted geometry.

Its electronic energy is -2159.10965 a.u. Its SMILES is CCOc1ccc(N(CC(=O)NCc2ccc(Cl)cc2)S(=O)(=O)c2ccccc2)cc1. The calculation puts the HOMO energy at -8.0438 eV. The maximum force comes out at 1.33 eV/A. The value obtained for the frontier orbital gap is 8.32 eV. Its LUMO energy is 0.3 eV. For the energy above the lowest of the compared OMol25 structures with the same formula, charge and spin, the calculation gives 33.02 kJ/mol. Its multiplicity is 1.

XYZ file:
```
54
Properties=species:S:1:pos:R:3:lowdin_charge:R:1
C 2.690 -1.787 4.301 -0.0662
C 3.211 -2.569 3.098 -0.2413
O 2.240 -2.735 2.085 -0.0571
C 2.021 -1.740 1.184 -0.2763
C 1.105 -2.032 0.172 0.0083
C 0.811 -1.111 -0.807 -0.0118
C 1.438 0.132 -0.829 -0.2437
C 2.337 0.432 0.188 0.0022
C 2.622 -0.487 1.184 -0.0067
H 3.328 -0.203 1.947 0.1085
H 2.828 1.389 0.228 0.1125
N 1.129 1.054 -1.844 -0.1738
S 0.714 0.546 -3.391 0.7000
O 1.342 -0.703 -3.687 -0.2521
O 0.932 1.665 -4.259 -0.2724
C -1.065 0.301 -3.282 -0.2670
C -1.603 -0.971 -3.329 -0.0650
C -2.974 -1.135 -3.201 -0.0592
C -3.790 -0.027 -3.036 -0.0757
C -3.246 1.248 -3.027 -0.0680
C -1.875 1.415 -3.156 -0.0817
H -1.433 2.398 -3.194 0.1176
H -3.886 2.112 -2.926 0.1115
H -4.857 -0.156 -2.930 0.1082
H -3.403 -2.124 -3.235 0.1103
H -0.946 -1.812 -3.485 0.1165
C 1.398 2.458 -1.628 -0.0917
C 0.650 2.950 -0.385 -0.4842
O 1.148 3.666 0.453 0.0752
N -0.626 2.508 -0.346 0.0903
H -0.900 1.834 -1.048 0.0921
C -1.419 2.489 0.867 -0.1116
C -1.472 1.074 1.384 -0.2021
C -0.724 0.682 2.485 -0.0153
C -0.721 -0.636 2.903 -0.0974
C -1.457 -1.575 2.199 -0.6832
C -2.203 -1.205 1.091 -0.1018
C -2.207 0.118 0.692 -0.0344
H -2.793 0.409 -0.169 0.1053
H -2.771 -1.944 0.549 0.1059
Cl -1.440 -3.222 2.705 0.6936
H -0.150 -0.937 3.766 0.0953
H -0.139 1.415 3.020 0.1215
H -0.934 3.158 1.580 0.1228
H -2.424 2.861 0.643 0.1267
H 1.056 2.988 -2.520 0.1200
H 2.467 2.666 -1.510 0.1363
H 0.100 -1.363 -1.573 0.0814
H 0.632 -3.001 0.175 0.1209
H 3.460 -3.589 3.406 0.1243
H 4.116 -2.102 2.692 0.1183
H 3.459 -1.740 5.067 0.0776
H 1.817 -2.289 4.712 0.0747
H 2.411 -0.775 4.018 0.0620
```

Record 4
The following is a DFT calculation (wB97M-V/def2-TZVPD) of a structure of composition C23H23ClO6 at a distorted geometry.

Its electronic energy is -1801.67274 a.u. The calculation puts the HOMO energy at -6.5295 eV. The maximum force comes out at 5.23 eV/A. The value obtained for the frontier orbital gap is 6.86 eV. Its LUMO energy is 0.3 eV. For the energy above the lowest of the compared OMol25 structures with the same formula, charge and spin, the calculation gives 239.32 kJ/mol. Its multiplicity is 1.

XYZ file:
```
53
Properties=species:S:1:pos:R:3:lowdin_charge:R:1
C 3.755 4.279 -1.975 -0.0707
C 2.887 3.650 -0.913 -0.1531
O 2.831 2.157 -1.091 -0.0447
C 1.651 1.535 -0.834 -0.4661
C 1.714 0.001 -1.008 -0.4945
Cl 2.846 -0.518 0.232 0.8648
C 2.489 -0.379 -2.338 -0.4525
O 2.449 -1.550 -2.721 0.0646
O 3.077 0.549 -3.071 0.0042
C 3.689 0.030 -4.312 -0.1697
C 4.387 1.196 -4.952 -0.0648
O 0.616 2.070 -0.477 0.1036
H 3.998 5.279 -1.603 0.0804
H 4.691 3.749 -2.175 0.0800
H 3.202 4.412 -2.908 0.0786
H 3.313 3.790 0.092 0.1310
H 1.838 3.984 -0.975 0.1218
H 4.387 -0.763 -4.011 0.1334
H 2.865 -0.374 -4.919 0.1358
H 4.947 0.790 -5.795 0.0822
H 3.679 1.928 -5.343 0.0818
H 5.084 1.691 -4.272 0.0816
C -6.875 0.832 4.725 -0.0608
O -6.530 1.018 3.333 -0.0940
C -5.432 0.432 2.797 -0.2774
C -4.974 0.889 1.537 -0.0059
C -3.738 0.502 1.055 -0.0179
C -2.913 -0.400 1.786 -0.1435
C -1.574 -0.772 1.347 -0.1869
O -1.194 -1.971 1.878 0.0204
C -0.060 -2.594 1.370 -0.1534
C 0.643 -2.093 0.248 -0.1778
C 1.459 -3.045 -0.389 -0.0609
C 1.625 -4.331 0.097 -0.0775
C 1.001 -4.728 1.290 -0.0863
C 0.117 -3.869 1.912 -0.0110
C 0.382 -0.732 -0.211 -0.2083
C -0.735 -0.109 0.432 0.0204
C -3.458 -0.945 2.980 -0.0133
C -4.685 -0.554 3.470 -0.0244
H -7.697 1.529 4.898 0.0893
H -7.217 -0.192 4.914 0.0888
H -6.042 1.072 5.397 0.0956
H -5.590 1.601 0.988 0.1169
H -3.362 0.883 0.099 0.1154
H 1.932 -2.817 -1.329 0.0805
H 2.256 -5.045 -0.421 0.1007
H 1.211 -5.702 1.752 0.1063
H -0.448 -4.126 2.816 0.1257
H 0.477 -0.453 -1.423 0.1831
H -1.052 0.859 0.053 0.1030
H -2.876 -1.670 3.558 0.1197
H -5.047 -0.976 4.407 0.1058
```